(1)
Below is 2 unconnected molecules or ions with the total composition C2H8NO2P at a distorted geometry, with properties calculated with ωB97M-V/def2-TZVPD.

Values from the calculation:
**HOMO-LUMO gap (spin up / spin down)**: 8.28 / 8.52 eV
**ΔE to the lowest compared entry with this formula, charge and spin**: 0.4853 eV
**Spin multiplicity**: 3
**Total energy**: -17074.083 eV
**⟨S²⟩**: 2.00

Geometry (Å):
C  2.2164  -0.5811  -0.2724
C  1.1703  0.5394  -0.2984
N  -2.2815  -0.9281  0.0020
O  -1.6846  1.4882  -0.9586
O  0.0419  -0.0111  0.3985
P  -1.5094  0.5537  0.1655
H  2.3331  -1.0791  -1.1811
H  3.1230  -0.0321  -0.0257
H  1.9179  -1.2265  0.5251
H  0.7182  0.8565  -1.2331
H  1.4282  1.3727  0.3516
H  -1.9570  -1.5966  0.6422
H  -3.3263  -0.9441  -0.2710
H  -2.1903  1.5883  2.1555

(2)
Below is 2 unconnected molecules or ions with the total composition C2H8NO2P at a distorted geometry, with properties calculated with ωB97M-V/def2-TZVPD.

Values from the calculation:
**HOMO-LUMO gap (spin up / spin down)**: 6.73 / 6.47 eV
**ΔE to the lowest compared entry with this formula, charge and spin**: 0.6530 eV
**Spin multiplicity**: 3
**Total energy**: -17073.915 eV
**⟨S²⟩**: 2.01

Geometry (Å):
C  -0.7187  -0.5054  1.3337
C  0.1183  -1.0131  -1.0121
N  0.3319  -0.4916  0.3557
O  2.7802  -0.2712  -0.3335
O  0.8586  2.3070  -0.5794
P  1.8775  -0.1258  0.8242
H  -1.3686  0.2633  1.0048
H  -1.2938  -1.3849  1.2932
H  -0.3407  -0.2973  2.2807
H  -0.1182  -2.0469  -0.9259
H  -0.7076  -0.3490  -1.4102
H  1.1726  -0.8090  -1.3403
H  1.0933  3.0990  -0.1386
H  1.7280  1.9071  -0.9021

(3)
Below is 2 unconnected molecules or ions with the total composition C2H8NO3 at a distorted geometry, with properties calculated with ωB97M-V/def2-TZVPD.

Values from the calculation:
**HOMO-LUMO gap**: 9.40 eV
**ΔE to the lowest compared entry with this formula, charge and spin**: 2.3473 eV
**Total energy**: -9828.125 eV
**Net charge**: +1

Geometry (Å):
O  -2.6720  1.1854  -1.2523
C  -2.0907  0.7968  -0.2593
O  -2.5339  0.8431  0.9632
C  -0.9684  -0.2233  -0.4652
N  -1.3222  -0.6819  -1.9026
H  -3.3035  1.6047  1.1149
H  0.0114  0.3342  -0.5693
H  -1.2159  -1.1511  0.2487
H  -2.4080  -0.7717  -2.1432
H  -0.7775  -0.1116  -2.6371
H  -0.9492  -1.6029  -2.0727
H  6.5049  0.1333  3.5519
H  5.6305  -0.5703  2.6422
O  6.0944  0.2153  2.7809

(4)
Below is 2 unconnected molecules or ions with the total composition C2H8NOPS at a distorted geometry, with properties calculated with ωB97M-V/def2-TZVPD.

Values from the calculation:
**HOMO-LUMO gap**: 8.33 eV
**ΔE to the lowest compared entry with this formula, charge and spin**: 3.1166 eV
**Total energy**: -25864.679 eV

Geometry (Å):
C  -1.9233  -1.2411  -0.3411
C  -1.4004  0.2437  -0.2702
N  1.4241  1.1019  1.3277
O  1.7049  0.9217  -1.2773
P  1.1754  0.0742  0.0239
S  2.1025  -1.6400  0.2721
H  -2.5597  -1.4352  -1.2348
H  -1.0792  -1.8341  -0.3454
H  -2.4386  -1.3630  0.5750
H  -1.3521  0.6551  0.7486
H  -1.5513  1.0243  -1.1118
H  1.2847  2.0477  1.2205
H  2.1797  0.8748  2.0477
H  2.4333  0.5701  -1.6349

(5)
Below is 2 unconnected molecules or ions with the total composition C2H8NOPS at a distorted geometry, with properties calculated with ωB97M-V/def2-TZVPD.

Values from the calculation:
**HOMO-LUMO gap**: 9.39 eV
**ΔE to the lowest compared entry with this formula, charge and spin**: 4.4751 eV
**Total energy**: -25863.320 eV
**SMILES**: [H]/N=C\C.OSP

Geometry (Å):
H  -0.7017  -0.2574  -0.4928
N  -1.2381  0.6151  -0.4360
C  -2.4142  0.3870  0.0422
C  -2.8101  -1.0285  0.6529
H  -3.1697  1.2222  0.1707
H  -3.6550  -0.9337  1.4036
H  -3.3191  -1.6870  -0.0840
H  -1.9499  -1.6138  0.9833
O  2.0015  1.7004  -0.6812
S  3.0552  0.7058  -1.5136
P  4.1743  0.5358  0.2483
H  1.1238  1.3285  -0.6111
H  5.2290  -0.2216  -0.3320
H  3.6742  -0.7527  0.6495

(6)
Below is C2H8NOPS in the gas phase at a distorted geometry, with properties calculated with ωB97M-V/def2-TZVPD.

Values from the calculation:
**HOMO-LUMO gap**: 9.46 eV
**ΔE to the lowest compared entry with this formula, charge and spin**: 4.6583 eV
**Total energy**: -25863.137 eV

Geometry (Å):
C  0.3127  1.2610  -0.4697
C  0.6060  -0.2051  -0.0597
N  -1.7956  -1.2478  -0.8428
O  -1.6492  -0.3219  1.5163
P  1.8374  -0.3279  1.3170
S  -0.9473  -1.2042  0.6112
H  0.3792  1.8217  0.4259
H  -0.6838  1.3776  -1.0709
H  1.1412  1.4435  -1.2211
H  1.0754  -0.7914  -0.8659
H  -1.9302  -2.1812  -1.1613
H  -2.7801  -0.8479  -0.9546
H  1.5144  0.9951  2.0044
H  2.9198  0.2285  0.7713

(7)
Below is C2H8NOPS2 in the gas phase at a distorted geometry, with properties calculated with ωB97M-V/def2-TZVPD.

Values from the calculation:
**HOMO-LUMO gap**: 8.83 eV
**ΔE to the lowest compared entry with this formula, charge and spin**: 1.0570 eV
**Total energy**: -36701.264 eV
**SMILES**: CN(C)[P@@](O)(=S)S

Geometry (Å):
C  -0.1999  -1.0079  -1.3377
N  0.0271  -0.3469  -0.0649
C  -1.1494  -0.1334  0.8263
P  1.5584  -0.0413  0.3387
O  1.6858  -0.2088  1.9465
S  2.7196  -1.3318  -0.5507
S  1.6894  2.3660  0.0315
H  -1.0502  -0.6667  -1.8999
H  0.6832  -0.9967  -2.0340
H  -0.3822  -2.0025  -1.0627
H  -1.6479  0.8281  0.5847
H  -1.9216  -0.9579  0.7922
H  -0.7570  -0.0826  1.8834
H  1.8186  0.6145  2.2938
H  2.5568  2.3023  -1.0017

(8)
Below is 2 unconnected molecules or ions with the total composition C2H8NOS at a distorted geometry, with properties calculated with ωB97M-V/def2-TZVPD.

Values from the calculation:
**HOMO-LUMO gap**: 7.11 eV
**ΔE to the lowest compared entry with this formula, charge and spin**: 0.9250 eV
**Total energy**: -16576.904 eV
**Net charge**: -1

Geometry (Å):
C  1.2611  1.4208  1.1729
S  1.5278  -0.2551  0.4494
H  1.5535  2.1261  0.3922
H  1.8172  1.7701  2.1164
H  0.2472  1.5235  1.2486
N  -1.5542  -1.3332  -0.0142
C  -1.8881  -0.0878  -0.6261
O  -0.8473  0.3102  -1.4802
H  -0.7109  -1.0932  0.5553
H  -1.1892  -1.9725  -0.6387
H  -1.9747  0.8016  0.1362
H  -2.7810  -0.2864  -1.2921
H  0.0133  0.0649  -1.0480